Molecular formula: C25H28N3O4RuSSi2
Method: DFT, ωB97M-V/def2-TZVPD

For the orbital gap, the calculation gives 6.82 eV. The energy relative to the best compared isomer or geometry (same formula, charge and spin) is 0.00 kJ/mol. As for the electronic energy: -68218.080 eV.

The geometry in ORCA input format:
```
! RIJCOSX wB97M-V def2-TZVPD def2/J DEFGRID3
* xyz -1 1
Ru -0.13142 -0.05255 0.63424
S 0.38677 -0.94060 2.73855
Si 1.42807 -1.52013 -0.54095
Si -1.37891 -2.05581 -0.03562
O 1.79700 0.79463 0.52106
O 4.05955 1.72427 1.87726
O -0.73539 0.81603 -1.17207
O 0.16665 2.14493 1.12730
N -2.22030 -0.23461 2.78761
N -1.40274 -1.15370 4.70002
N -1.96730 0.15058 1.47613
C 1.93707 4.32283 0.47855
C -0.50558 -3.38513 -1.06212
C 3.66508 2.93484 1.40217
C -0.33257 -5.45437 -2.29748
C 2.06170 -0.52859 -2.02135
C 1.02040 -5.20475 -2.52797
C -1.08824 -4.55167 -1.57082
C -1.77875 1.55748 -1.26266
C 0.84181 -3.13874 -1.29429
C -3.03871 3.14922 -2.63415
C 2.85143 -1.97721 0.61341
C -1.18433 -0.72231 3.39939
C 2.35990 3.07794 0.93143
C 1.60304 -4.05372 -2.02897
C 2.79253 5.41240 0.46468
C 4.08981 5.25879 0.93130
C -2.11725 -3.08210 1.37796
C -4.05713 3.23448 -1.67278
C -2.84567 0.96039 0.98270
C -2.84521 -1.58690 -1.14424
C -2.82314 1.64820 -0.28397
C -1.94624 2.34516 -2.43817
C -3.92704 2.48927 -0.52639
C 4.52239 4.03100 1.40366
C 1.38252 1.95179 0.87861
H 2.51047 -2.67874 1.37672
H 2.55102 0.39325 -1.71658
H -1.33745 -3.47277 2.03338
H -3.58067 -0.95468 -0.64968
H -2.82650 -2.52316 1.98612
H -2.51354 -1.08167 -2.05204
H 1.22837 -0.27982 -2.67938
H -2.21027 -0.73472 5.13408
H 2.44862 6.36966 0.09691
H -4.69875 2.54048 0.23496
H 2.77789 -1.14108 -2.57991
H 0.91362 4.41032 0.13676
H 4.97896 1.77912 2.15664
H -3.11055 3.73312 -3.54543
H 3.26572 -1.09748 1.10492
H 4.77280 6.09911 0.93334
H -2.64342 -3.93179 0.93152
H -1.15453 2.28064 -3.17468
H -2.13988 -4.75847 -1.39683
H -0.57654 -1.17104 5.27429
H -4.91753 3.87113 -1.82933
H -3.34708 -2.51552 -1.43528
H -0.78858 -6.35678 -2.68927
H 3.64377 -2.46317 0.03418
H 1.61129 -5.91290 -3.09801
H -3.68639 1.18889 1.63505
H 2.65638 -3.86628 -2.21521
H 5.53301 3.91296 1.78075
*
```

Molecular formula: C37H30F6N9O3Zn
Method: DFT, ωB97M-V/def2-TZVPD

For the orbital gap, the calculation gives 6.61 eV. The energy relative to the best compared isomer or geometry (same formula, charge and spin) is 31.17 kJ/mol. As for the electronic energy: -123127.621 eV.

The geometry in ORCA input format:
```
! RIJCOSX wB97M-V def2-TZVPD def2/J DEFGRID3
* xyz 1 1
Zn -0.10169 1.09153 0.58932
F 0.52244 4.08301 2.16690
F -0.12032 -2.69584 -5.69477
F 1.75648 0.86216 2.79615
F 2.32916 3.17781 1.37026
F -0.15049 1.76189 3.42523
F 2.07864 3.40438 3.51152
O -3.31035 3.15134 -0.61708
O -0.77020 -0.00905 -1.58089
O -1.21760 2.51893 -0.18614
N -1.77857 -0.04713 1.59939
N -3.35400 1.53997 -4.33564
N 4.04011 0.28424 -2.08734
N 0.58648 -0.96601 0.87550
N -3.55359 -1.54664 3.10224
N 4.15065 -5.83099 4.48425
N 1.77087 0.87253 -0.61682
N -1.96789 -1.71992 -7.62515
N -3.24837 -2.62182 -9.58030
C 3.38735 1.42886 -2.24053
C -2.55373 0.47324 -4.69559
C 0.63886 -2.65046 2.53913
C 2.24664 1.72862 -1.50599
C -3.17959 2.11670 -3.11881
C 4.68586 -4.65407 4.18050
C -2.28934 2.53292 -0.88043
C -1.83492 -1.17256 -6.32476
C 0.75386 1.74466 2.37702
C 2.73155 -3.92191 3.01756
C 1.86499 -1.18579 0.59718
C -1.42049 -1.22972 2.10402
C -2.32334 -1.97699 2.84879
C 2.42905 -0.27128 -0.43020
C 1.97596 -2.90660 2.25111
C -1.48668 -3.05867 -7.92352
C 3.56413 -0.55765 -1.18051
C -5.50770 1.34774 -5.65799
C -2.99456 0.40210 1.86149
C -2.03297 -3.45638 -9.30558
C -0.94428 -1.67166 -5.36695
C -2.63778 -0.10362 -5.96830
C -2.30675 1.70990 -2.16468
C -0.02236 -1.65798 1.83033
C -1.78228 -0.83946 -8.76498
C 4.02842 -3.67446 3.45284
C -2.86433 -1.17985 -9.79660
C 1.42133 3.11676 2.37723
C -0.86210 -1.13698 -4.11033
C 2.60025 -2.15651 1.25792
C 2.16341 -5.14900 3.33790
C -1.65716 -0.04830 -3.75436
C -4.27367 2.12029 -5.28096
C -3.88110 -0.35685 2.61993
C -5.61295 2.56754 -4.79128
C -1.51179 0.53609 -2.40153
C 2.91216 -6.06189 4.06404
H 3.77892 2.12981 -2.96617
H -3.77902 -2.98162 -10.37411
H -3.35959 0.27750 -6.67473
H 1.71061 2.66146 -1.62377
H -2.51768 -1.08292 -10.82409
H 4.51094 -2.72626 3.26190
H -5.65164 0.38900 -5.18067
H -0.16318 -1.53447 -3.38882
H 3.64484 -2.31424 1.03100
H -4.87587 0.01064 2.83603
H 5.69233 -4.47895 4.54086
H -3.77118 -0.59197 -9.66166
H -3.79513 2.71627 -6.05206
H -5.84297 2.41093 -3.74790
H -0.78262 -0.96429 -9.20068
H 2.49351 -7.02836 4.31882
H -2.05692 -2.94843 3.24583
H -2.31493 -4.50612 -9.34858
H -3.26118 1.37672 1.47010
H 1.16362 -5.40441 3.01338
H -1.33359 -3.24650 -10.11388
H 4.09382 -1.49344 -1.05469
H -1.87397 0.20186 -8.46873
H -5.84903 1.41325 -6.68190
H 0.15044 -3.17713 3.34588
H -0.39521 -3.13588 -7.95179
H -1.85280 -3.74740 -7.16184
H -6.01751 3.47464 -5.21306
H -3.80744 2.97120 -2.90581
H -3.84580 -2.65811 -8.74934
*
```

Molecular formula: C4H3LuO2
Method: DFT, ωB97M-V/def2-TZVPD

For the orbital gap (alpha / beta), the calculation gives 6.95 / 5.41 eV. The energy relative to the best compared isomer or geometry (same formula, charge and spin) is 109.29 kJ/mol. As for the electronic energy: -41906.057 eV.

The geometry in ORCA input format:
```
! RIJCOSX wB97M-V def2-TZVPD def2/J DEFGRID3
* xyz 0 1
Lu 2.35281 0.22331 1.00108
O -4.17813 -0.15913 -0.16511
O 2.41816 0.39633 -1.04360
C -1.85958 -0.67377 -0.19393
C 0.50799 -1.28790 0.71223
C -0.61960 -0.89938 0.08156
C -2.97589 0.05322 -0.52232
H 0.39020 -2.12195 1.42159
H -2.76692 1.03290 -1.01978
H 1.54871 0.35348 -1.58632
*
```

Molecular formula: C2H12N2O3
Method: DFT, ωB97M-V/def2-TZVPD

For the orbital gap, the calculation gives 9.99 eV. As for the SMILES: [H]/N=C/NC.O.O.O. The energy relative to the best compared isomer or geometry (same formula, charge and spin) is 97.55 kJ/mol. As for the electronic energy: -11390.738 eV.

The geometry in ORCA input format:
```
! RIJCOSX wB97M-V def2-TZVPD def2/J DEFGRID3
* xyz 0 1
O -0.01381 -1.49712 -2.18165
O 3.55449 -2.58288 -1.67294
O 1.82681 -2.38122 1.60580
N -1.72515 1.77667 1.32308
N -0.83074 1.34636 -0.72925
C -1.79858 1.82146 -0.04548
C -2.22644 2.89328 2.08357
H -1.43786 3.35290 2.67823
H -1.10805 1.37045 -1.70869
H 2.56507 -2.08922 2.13808
H 3.25449 -3.47843 -1.55232
H 3.87882 -2.60889 -2.56468
H -2.91592 2.57166 2.88184
H -0.75139 -2.08882 -2.13313
H -0.25092 -0.93964 -1.42546
H 2.13522 -2.16734 0.71353
H -2.65811 3.65106 1.44667
H -0.88887 1.29587 1.56924
H -2.72215 2.21818 -0.45919
*
```

Copy entry 3 word for word.
Molecular formula: C4H3LuO2
Method: DFT, ωB97M-V/def2-TZVPD

For the orbital gap (alpha / beta), the calculation gives 6.95 / 5.41 eV. The energy relative to the best compared isomer or geometry (same formula, charge and spin) is 109.29 kJ/mol. As for the electronic energy: -41906.057 eV.

The geometry in ORCA input format:
```
! RIJCOSX wB97M-V def2-TZVPD def2/J DEFGRID3
* xyz 0 1
Lu 2.35281 0.22331 1.00108
O -4.17813 -0.15913 -0.16511
O 2.41816 0.39633 -1.04360
C -1.85958 -0.67377 -0.19393
C 0.50799 -1.28790 0.71223
C -0.61960 -0.89938 0.08156
C -2.97589 0.05322 -0.52232
H 0.39020 -2.12195 1.42159
H -2.76692 1.03290 -1.01978
H 1.54871 0.35348 -1.58632
*
```

Question: Which formula does entry 2 have?
Answer: C37H30F6N9O3Zn

Question: Number 1 is which compound?
Answer: C25H28N3O4RuSSi2